No. 1
# C7H19CaINO7S

A structure of composition C7H19CaINO7S at a distorted geometry (wB97M-V/def2-TZVPD, the OMol25 dataset).

Structure (XYZ):
```
37
Properties=species:S:1:pos:R:3
Ca -0.463 0.610 0.607
S 0.271 3.418 0.856
O 1.392 3.932 0.058
O 0.638 2.243 1.671
O -0.351 4.479 1.666
O -0.743 2.777 -0.035
I -2.599 0.470 2.601
C 1.901 0.709 -1.850
O 1.581 1.074 -0.490
H 1.053 0.777 -2.534
H 2.692 1.383 -2.171
H 2.224 -0.337 -1.870
H 2.245 1.734 -0.267
C 1.402 -0.386 3.273
O 0.994 -0.644 1.932
C 1.198 -2.010 1.583
C 0.935 -2.298 0.112
N -0.254 -1.557 -0.292
C -0.766 -1.806 -1.659
C -1.616 -0.611 -2.100
O -2.120 0.082 -0.978
C -3.167 1.028 -1.211
H 2.466 -0.145 3.239
H 1.194 -1.185 3.983
H 0.853 0.511 3.551
H 0.549 -2.669 2.183
H 2.200 -2.294 1.926
H 0.846 -3.362 -0.153
H 1.793 -1.984 -0.493
H -1.045 -1.985 0.193
H -1.454 -2.664 -1.625
H -0.053 -2.088 -2.436
H -2.438 -1.016 -2.707
H -1.086 0.056 -2.791
H -2.960 1.603 -2.115
H -3.184 1.632 -0.309
H -4.128 0.524 -1.350
```

- Multiplicity: 1
- Frontier orbital gap: 6.44 eV
- LUMO level: 2.21 eV
- Net charge: -1

No. 2
# C3H9NO2

A cluster of 2 separate species, C3H9NO2 in total at a distorted geometry (wB97M-V/def2-TZVPD, the OMol25 dataset).

Structure (XYZ):
```
15
Properties=species:S:1:pos:R:3
C -0.823 2.025 -0.839
C -1.151 0.844 -1.715
O -2.277 0.549 -2.012
O -0.028 0.329 -2.269
H -0.686 1.723 0.207
H -1.602 2.774 -0.845
H 0.188 2.334 -1.060
H 0.393 -0.534 -2.240
C 0.681 -1.086 1.946
N 1.210 -1.962 0.930
H -0.096 -0.409 1.565
H 1.394 -0.432 2.449
H 0.384 -1.695 2.790
H 0.807 -2.875 0.997
H 1.606 -1.585 0.094
```

- Multiplicity: 1
- Frontier orbital gap: 9.55 eV
- LUMO level: 0.52 eV
- Net charge: 0

Number 1: E -2233.22863 a.u.. Number 2: E -324.90517 a.u..